[1]
The molecule C5H7NO at a distorted geometry. Source: the OMol25 dataset; level of theory: the ωB97M-V functional and the def2-TZVPD basis.

Values from the calculation:
Relative energy (zero: lowest compared OMol25 entry of this formula, charge and spin): 3.4646 eV
Net charge: 0
SMILES: O=C1CN2CC[C@@H]12

Geometry (Å):
1 H -0.8397 1.5307 -0.5074
2 H -0.0227 -1.3263 -1.3392
3 N 0.5602 0.3110 0.5282
4 H -0.1743 0.4537 2.4529
5 C -1.4749 -0.1550 0.7915
6 H -0.0469 0.0940 -2.5020
7 O -2.6387 -0.3472 0.9816
8 C -0.6177 0.4772 -0.3176
9 C -0.1796 -0.2907 1.6425
10 H 2.2606 -0.5171 -0.7399
11 H 1.6700 1.1672 -0.9156
12 C 0.1049 -0.2512 -1.4686
13 C 1.3794 0.1289 -0.6849
14 H 0.0193 -1.2753 2.0787

These are the natural (NBO) partial charges, in e, on atoms 1 to 2:
1. H 0.20
2. H 0.21

[2]
The molecule C5H7NO. Source: the OMol25 dataset; level of theory: the ωB97M-V functional and the def2-TZVPD basis.

Values from the calculation:
Relative energy (zero: lowest compared OMol25 entry of this formula, charge and spin): 1.4897 eV
Net charge: 0
SMILES: [H]/N=C1\OC[C@H]2C[C@@H]12

Geometry (Å):
1 H 2.4167 -1.8135 -0.2091
2 H 0.3024 1.8992 -1.2597
3 C -1.1864 -0.5104 -0.4929
4 C -0.4113 -0.5077 0.8014
5 H -0.6208 -0.6697 -1.4089
6 H -0.8364 -0.9468 1.6967
7 C 0.9728 -0.7240 0.3256
8 C -0.8878 0.7752 0.2094
9 O 1.3753 0.3951 -0.3621
10 N 1.5503 -1.8456 0.3232
11 H -1.6975 1.3662 0.6238
12 C 0.3917 1.4424 -0.2701
13 H 0.7471 2.1905 0.4493
14 H -2.1162 -1.0509 -0.4265

These are the natural (NBO) partial charges, in e, on atoms 1 to 2:
1. H 0.35
2. H 0.19

[3]
The molecule C5H7NO at a distorted geometry. Source: the OMol25 dataset; level of theory: the ωB97M-V functional and the def2-TZVPD basis.

Values from the calculation:
Relative energy (zero: lowest compared OMol25 entry of this formula, charge and spin): 6.9564 eV
Net charge: 0

Geometry (Å):
1 H 2.6248 0.0392 0.0974
2 O 0.8073 1.5659 0.2997
3 C 0.6614 0.5809 -0.7917
4 N -1.8403 0.5353 0.0560
5 C -1.8671 -0.8733 -0.3460
6 H 0.6004 0.2935 2.0772
7 H 1.5755 -1.4320 -0.1565
8 H -0.8989 -1.3770 0.0524
9 H -1.9203 -0.9159 -1.4346
10 H -2.1255 0.6691 1.0187
11 C 1.6069 -0.3505 0.0037
12 C 0.6091 0.2784 0.9840
13 H 0.7090 0.9161 -1.8236
14 C -0.5422 0.0705 -0.0368

These are the natural (NBO) partial charges, in e, on atoms 1 to 2:
1. H 0.23
2. O -0.49

[4]
The molecule C5H7NO. Source: the OMol25 dataset; level of theory: the ωB97M-V functional and the def2-TZVPD basis.

Values from the calculation:
Relative energy (zero: lowest compared OMol25 entry of this formula, charge and spin): 1.7184 eV
Net charge: 0
SMILES: C#CCCNC=O

Geometry (Å):
1 H 0.1963 -2.8046 -0.1488
2 H -1.1142 -1.1345 0.6553
3 C 0.3256 0.3460 1.0787
4 O 1.9037 -1.6974 0.0080
5 H 0.5121 2.2852 0.1281
6 C -0.7697 1.0792 -1.0332
7 H 1.3187 0.2763 1.5277
8 H -0.3576 0.7804 1.8139
9 C -1.7356 0.8637 -1.7209
10 H -2.5795 0.6866 -2.3498
11 C 0.4077 1.2373 -0.1757
12 C 0.7137 -1.8815 0.1738
13 N -0.1223 -1.0015 0.7910
14 H 1.3011 0.9649 -0.7482

These are the natural (NBO) partial charges, in e, on atoms 1 to 2:
1. H 0.11
2. H 0.40

[5]
C5H7NO as an isolated structure at a distorted geometry. Source: the OMol25 dataset; level of theory: the ωB97M-V functional and the def2-TZVPD basis.

Values from the calculation:
Relative energy (zero: lowest compared OMol25 entry of this formula, charge and spin): 7.3605 eV
Net charge: 0

Geometry (Å):
1 C 0.8619 0.0216 -0.9961
2 H 1.3530 0.3740 -1.9090
3 H 1.3656 -1.2397 1.3517
4 C 0.3464 -0.9268 1.0908
5 C -0.6666 0.1311 -0.8086
6 O -1.9446 -1.5344 0.4291
7 H -0.7645 1.7031 0.8638
8 C -0.2342 1.4284 -0.0584
9 H -1.3706 0.1226 -1.6447
10 H 0.0438 -1.0284 2.1470
11 N 1.0645 0.7412 0.1984
12 H 1.0517 -1.2820 -0.2947
13 H -0.1333 2.3105 -0.7023
14 C -0.9731 -0.8212 0.3329

These are the natural (NBO) partial charges, in e, on atoms 1 to 2:
1. C -0.24
2. H 0.24

[6]
A 2-piece molecular cluster, C5H7NO overall at a distorted geometry. Source: the OMol25 dataset; level of theory: the ωB97M-V functional and the def2-TZVPD basis.

Values from the calculation:
Relative energy (zero: lowest compared OMol25 entry of this formula, charge and spin): 2.4203 eV
Net charge: 0

Geometry (Å):
1 H -2.1784 -2.6265 1.7772
2 H 0.7334 0.4507 1.9729
3 C -0.7967 -0.8655 1.3832
4 O 0.0097 2.8028 -1.4900
5 C -1.5273 -1.8021 1.5840
6 H -0.4635 -0.9917 -1.1940
7 H 1.6444 0.8448 -0.2774
8 C -0.5201 2.1809 -2.2818
9 N 0.1488 -0.1888 -1.2967
10 H -0.4817 1.1577 0.9024
11 C 0.9942 -0.0258 -0.1249
12 H 0.6827 -0.3033 -2.1493
13 C 0.1080 0.2539 1.0948
14 H 1.6466 -0.8873 0.0994

These are the natural (NBO) partial charges, in e, on atoms 1 to 2:
1. H 0.24
2. H 0.24

[7]
C5H7NO as an isolated structure at a distorted geometry. Source: the OMol25 dataset; level of theory: the ωB97M-V functional and the def2-TZVPD basis.

Values from the calculation:
Relative energy (zero: lowest compared OMol25 entry of this formula, charge and spin): 4.4343 eV
Net charge: 0

Geometry (Å):
1 H 0.7301 2.3412 -0.0599
2 H -0.3472 -2.1476 0.9360
3 C 1.0861 -0.6488 -0.1603
4 H 2.0134 -1.1502 -0.4560
5 H -0.1116 -0.0308 -2.0185
6 C -0.9350 0.9645 0.7444
7 C 0.0849 0.2044 -0.9642
8 O 1.3845 0.4688 0.7044
9 H -0.3465 -1.9156 -0.9908
10 N -1.0578 -0.2763 -0.1002
11 H -1.7516 1.6232 0.4239
12 C -0.1852 -1.4615 0.0889
13 C 0.3931 1.3102 0.0923
14 H -0.9501 0.8856 1.8385

These are the natural (NBO) partial charges, in e, on atoms 1 to 2:
1. H 0.19
2. H 0.20

[8]
C5H7NO as an isolated structure. Source: the OMol25 dataset; level of theory: the ωB97M-V functional and the def2-TZVPD basis.

Values from the calculation:
Relative energy (zero: lowest compared OMol25 entry of this formula, charge and spin): 5.4559 eV
Net charge: 0

Geometry (Å):
1 C 0.6256 0.3628 1.0188
2 C 0.4763 -0.0042 -1.2276
3 H 0.9529 -1.6451 0.6353
4 H 1.5818 0.8812 0.4623
5 O 0.1654 -0.3559 -2.3482
6 H -2.2977 -0.6946 -0.6275
7 C -0.3633 -0.1013 0.0280
8 H -2.2519 -0.0630 1.0364
9 H 2.6008 -0.0740 -0.7380
10 N 0.2634 -1.0028 1.0130
11 H 0.4913 0.9910 1.8970
12 C 1.7376 0.5984 -0.8201
13 H -2.1304 1.0469 -0.3562
14 C -1.8518 0.0605 0.0266

These are the natural (NBO) partial charges, in e, on atoms 1 to 2:
1. C -0.09
2. C 0.44

[9]
The molecule C5H7NO. Source: the OMol25 dataset; level of theory: the ωB97M-V functional and the def2-TZVPD basis.

Values from the calculation:
Relative energy (zero: lowest compared OMol25 entry of this formula, charge and spin): 3.7913 eV
Net charge: 0

Geometry (Å):
1 H -2.6807 0.8280 -1.3612
2 C 2.3009 0.0387 0.0547
3 H 0.0361 -1.8887 0.9643
4 H -3.6207 1.1748 0.1191
5 C -2.7759 0.6124 -0.2910
6 O 1.5176 -1.0445 -0.1922
7 N 3.4951 -0.2494 -0.4515
8 H -2.9959 -0.4539 -0.1830
9 C -1.5157 0.8899 0.4949
10 H 4.2356 0.4171 -0.3119
11 H -1.4824 1.7426 1.1706
12 H 3.7200 -1.1412 -0.8873
13 C 0.2816 -0.9786 0.4267
14 C -0.5156 0.0528 0.4478

These are the natural (NBO) partial charges, in e, on atoms 1 to 2:
1. H 0.22
2. C 0.29

[10]
The molecule C5H7NO at a distorted geometry. Source: the OMol25 dataset; level of theory: the ωB97M-V functional and the def2-TZVPD basis.

Values from the calculation:
Relative energy (zero: lowest compared OMol25 entry of this formula, charge and spin): 4.5462 eV
Net charge: 0

Geometry (Å):
1 C -0.3144 1.0909 0.4638
2 C -1.6827 1.0103 0.2227
3 H 1.6871 -0.8249 -1.4397
4 C 1.7221 0.0290 -0.7215
5 H 0.1873 2.0042 0.2759
6 C -1.4077 -1.1643 -0.3111
7 H 2.6581 -0.1184 -0.2611
8 C 0.4767 -0.0993 0.3066
9 O 0.8372 -0.9278 1.3655
10 H 1.8210 0.9760 -1.3195
11 N -2.2349 -0.2527 0.0122
12 H -2.2811 1.9581 0.0583
13 H -1.6653 -2.2700 -0.4901
14 H 0.1967 -1.4110 1.8380

These are the natural (NBO) partial charges, in e, on atoms 1 to 2:
1. C -0.34
2. C 0.04

[11]
The molecule C5H7NO at a distorted geometry. Source: the OMol25 dataset; level of theory: the ωB97M-V functional and the def2-TZVPD basis.

Values from the calculation:
Relative energy (zero: lowest compared OMol25 entry of this formula, charge and spin): 3.8638 eV
Net charge: 0

Geometry (Å):
1 C -1.4422 1.4530 -0.3052
2 C 0.9658 0.4534 -0.0951
3 C -1.3878 0.0727 -0.1207
4 O 0.7170 1.6917 -0.0385
5 C -0.0877 -0.4382 -0.2827
6 H -1.2537 2.1926 0.4456
7 H 2.7021 0.0406 1.1242
8 C 2.3505 -0.1343 0.1014
9 H 2.3153 -1.2176 -0.0590
10 N -2.4345 -0.8046 -0.0088
11 H -3.3799 -0.5015 0.1560
12 H 3.0800 0.3021 -0.5846
13 H 0.0559 -1.4520 -0.6126
14 H -2.2128 -1.7426 0.2971

These are the natural (NBO) partial charges, in e, on atoms 1 to 2:
1. C 0.00
2. C 0.50

[12]
The molecule C5H7NO at a distorted geometry. Source: the OMol25 dataset; level of theory: the ωB97M-V functional and the def2-TZVPD basis.

Values from the calculation:
Relative energy (zero: lowest compared OMol25 entry of this formula, charge and spin): 3.4776 eV
Net charge: 0
SMILES: O[C@@H]1[C@@H]2C=C[C@H]1N2

Geometry (Å):
1 H 0.0134 -0.8225 2.0392
2 H 1.7161 1.0805 0.0965
3 C -0.1885 -0.4348 1.0498
4 H -0.3318 1.8795 1.4107
5 H -0.5178 -0.4810 -2.1111
6 C -0.4034 -0.2620 -1.0534
7 H -0.9455 -2.0787 -0.0957
8 O 2.0274 0.1513 -0.1801
9 C -0.7457 1.1743 -0.5553
10 H -1.1271 2.0676 -1.1213
11 C 0.8874 -0.6074 -0.1191
12 C -0.4184 1.0710 0.7614
13 H 1.1593 -1.6723 -0.1708
14 N -1.1255 -1.0655 0.0492

These are the natural (NBO) partial charges, in e, on atoms 1 to 2:
1. H 0.22
2. H 0.47